Here is the molecule C16H28N4O3 from the Open Molecules 2025 dataset. Energies are from the ωB97M-V functional and the def2-TZVPD basis.

The geometry in XYZ format:
```
51
Properties=species:S:1:pos:R:3:forces:R:3:nbo_charge:R:1
O 0.898799 1.361504 -0.627016 -0.2 0.2 -0.1 -0.595
C 1.972150 0.845017 -0.439370 0.3 0.2 -0.1 0.697
C 3.348420 1.421905 -0.732372 -0.1 0.3 -0.1 -0.127
C 3.817955 2.587877 0.144985 -0.1 0.0 -0.1 -0.400
C 5.336728 2.377462 0.169150 -0.1 0.0 0.0 -0.416
C 5.523502 0.850266 0.100704 0.4 -0.2 0.1 -0.217
N 4.244426 0.346185 -0.367019 0.1 0.1 -0.3 -0.432
C 3.564821 -0.654493 0.261340 -0.1 0.0 -0.2 0.802
O 4.025500 -1.597367 0.850462 0.1 -0.2 0.3 -0.612
N 2.197744 -0.392409 0.085182 0.0 -0.2 0.3 -0.464
C 1.153451 -1.295643 0.518249 0.0 -0.1 0.0 -0.249
C 1.161865 -2.594714 -0.286381 -0.1 0.0 0.3 -0.408
C -0.073640 -3.445750 0.009381 0.0 0.2 -0.3 -0.400
C -1.327651 -2.947549 -0.716401 0.1 -0.2 0.2 -0.205
N -1.698723 -1.600038 -0.325771 -0.2 0.0 -0.2 -0.463
C -2.395497 -0.857812 -1.356413 0.0 0.3 -0.1 -0.219
C -2.539194 0.595003 -0.916095 -0.1 -0.2 -0.3 -0.234
N -3.312929 0.659885 0.315515 0.0 0.0 0.1 -0.473
C -3.606432 2.027409 0.717739 -0.3 0.1 -0.1 -0.241
C -4.817545 2.535397 -0.071974 0.3 0.1 0.0 -0.063
O -5.879317 1.621186 0.013276 -0.3 -0.2 0.0 -0.727
C -2.625894 -0.096697 1.346031 -0.1 -0.3 0.1 -0.220
C -2.467710 -1.547607 0.900754 0.1 0.2 0.2 -0.227
H 3.437347 1.672130 -1.795854 -0.1 0.0 0.1 0.217
H 3.529357 3.555875 -0.255648 -0.1 0.0 0.0 0.229
H 3.398781 2.482552 1.147158 0.0 0.0 0.0 0.210
H 5.794834 2.802370 1.059425 0.1 0.0 0.0 0.224
H 5.786559 2.846255 -0.706052 0.0 0.0 0.0 0.207
H 6.316922 0.569008 -0.596141 0.0 0.0 0.2 0.204
H 5.747082 0.405738 1.073751 0.0 0.0 -0.1 0.217
H 1.301079 -1.516693 1.579555 -0.1 0.0 0.0 0.204
H 0.201709 -0.782681 0.366452 0.3 0.0 0.1 0.270
H 1.189661 -2.353719 -1.351064 0.0 0.0 -0.1 0.197
H 2.066052 -3.154569 -0.041026 0.0 0.0 -0.1 0.226
H 0.111768 -4.469918 -0.319832 0.0 -0.1 0.1 0.214
H -0.245233 -3.471798 1.086155 0.0 -0.1 0.1 0.197
H -2.153742 -3.659689 -0.543885 0.0 0.0 -0.1 0.172
H -1.118833 -2.940627 -1.789281 0.0 0.0 0.0 0.195
H -1.808679 -0.893631 -2.276758 0.0 0.0 0.0 0.204
H -3.396449 -1.281212 -1.558190 0.0 0.0 0.0 0.165
H -3.059221 1.155917 -1.694239 0.0 0.0 0.0 0.201
H -1.535377 1.027903 -0.779804 -0.1 0.0 0.0 0.204
H -2.747828 2.701811 0.576769 0.0 0.0 0.0 0.180
H -3.870021 2.017649 1.778351 0.0 0.0 0.0 0.199
H -4.543524 2.700617 -1.124835 0.0 0.1 0.1 0.149
H -5.170848 3.483286 0.340970 0.1 0.0 -0.1 0.180
H -5.471076 0.743189 -0.030894 0.0 0.0 0.0 0.480
H -3.219415 -0.063276 2.263431 0.1 0.0 0.0 0.204
H -1.628329 0.326314 1.555740 0.0 0.0 0.0 0.173
H -1.943596 -2.107236 1.677608 0.0 0.0 0.0 0.203
H -3.469815 -1.994567 0.764184 0.1 0.0 0.0 0.171
```
Positions in Å, forces in eV/Å.

The value obtained for the HOMO-LUMO gap is 9.349 eV. Its LUMO energy is 0.8 eV. The energy above the lowest of the compared OMol25 structures with the same formula, charge and spin is 26.24 kcal per mole. The total energy comes out at -1071.2623 hartree. Its structure (SMILES) is O=C1[C@H]2CCCN2C(=O)N1CCCCN1CCN(CCO)CC1.


Here is the molecule C6H12 in a non-equilibrium geometry from the Open Molecules 2025 dataset. Energies are from the ωB97M-V functional and the def2-TZVPD basis.

The geometry in XYZ format:
```
18
Properties=species:S:1:pos:R:3:forces:R:3:nbo_charge:R:1
C 0.640946 0.995015 -1.212346 -0.1 0.1 0.1 -0.609
C 0.307010 -0.078320 -0.178832 0.0 0.1 0.1 -0.017
C 1.343305 -1.212457 -0.279595 -0.1 0.1 0.1 -0.609
C -0.043115 0.443497 1.284726 0.2 0.1 0.2 -0.417
C -1.510515 0.376121 0.968794 -0.2 0.2 0.2 -0.416
C -1.196104 -0.566337 -0.250531 -0.1 0.0 0.2 -0.400
H 0.635930 0.588235 -2.234757 -0.1 0.0 0.3 0.206
H -0.076035 1.821130 -1.175109 0.1 0.0 0.0 0.207
H 1.642577 1.404185 -1.030279 -0.2 0.0 0.0 0.210
H 1.355831 -1.662182 -1.286348 -0.1 0.2 0.2 0.209
H 1.135275 -2.025617 0.426680 0.0 0.2 0.0 0.206
H 2.359564 -0.845788 -0.085306 -0.2 0.0 0.0 0.209
H 0.251509 -0.347566 1.984090 -0.2 -0.1 -0.1 0.192
H 0.043034 1.369315 1.879549 1.5 0.2 -1.0 0.212
H -1.907360 1.317610 0.573977 0.4 0.0 0.0 0.192
H -1.964070 0.304997 1.972076 -1.1 -1.2 -0.9 0.213
H -1.704162 -0.333161 -1.202109 0.1 0.0 0.5 0.205
H -1.287549 -1.646434 -0.090161 0.0 0.2 0.2 0.207
```
Positions in Å, forces in eV/Å.

The value obtained for the HOMO-LUMO gap is 11.038 eV. Its LUMO energy is 1.0 eV. The energy above the lowest of the compared OMol25 structures with the same formula, charge and spin is 40.47 kcal per mole. The total energy comes out at -235.7537 hartree. Its structure (SMILES) is CC1(C)CCC1.


Here is the molecule C4H8N2O in a non-equilibrium geometry from the Open Molecules 2025 dataset. Energies are from the ωB97M-V functional and the def2-TZVPD basis.

The geometry in XYZ format:
```
15
Properties=species:S:1:pos:R:3:forces:R:3:nbo_charge:R:1
O -1.117569 0.218884 -1.506691 1.0 -1.6 -5.9 -0.773
C -1.396126 0.582449 -0.233064 -2.2 5.4 -1.1 -0.052
C -0.267241 0.407353 0.607596 4.8 0.1 0.7 -0.115
C 0.334310 -0.987955 0.930201 -4.4 -2.8 1.1 -0.470
C 1.517999 -1.187579 0.144293 -0.7 4.4 -2.4 0.001
N 1.724150 -0.121469 -0.576196 1.0 -0.5 1.2 -0.232
N 0.931496 0.989199 -0.113667 1.9 -1.9 -1.1 -0.468
H -0.418354 0.609208 -2.274413 -2.8 -1.0 4.4 0.522
H -1.684020 1.759814 -0.287525 0.9 -1.9 0.6 0.142
H -2.364159 0.278026 0.147463 -0.1 -1.3 -0.3 0.206
H -0.232847 0.989708 1.478019 -0.9 0.7 1.5 0.221
H -0.489593 -1.807953 0.661622 1.6 1.4 0.2 0.217
H 0.471286 -1.229670 1.984236 0.0 0.6 0.3 0.229
H 2.079299 -2.046629 0.017408 0.9 -1.5 -0.3 0.205
H 0.911369 1.546613 -0.979281 -1.0 0.0 1.0 0.366
```
Positions in Å, forces in eV/Å.

The value obtained for the HOMO-LUMO gap is 9.088 eV. Its LUMO energy is 0.7 eV. The energy above the lowest of the compared OMol25 structures with the same formula, charge and spin is 110.07 kcal per mole. The total energy comes out at -341.8282 hartree. Its structure (SMILES) is OC[C@H]1CC=NN1.


Q: Among the records above, which one has the lowest HOMO-LUMO gap?
A: C4H8N2O


Q: Among the records above, which one has the lowest energy above the lowest of the compared OMol25 structures with the same formula, charge and spin?
A: C16H28N4O3